ORCA calculation (the ωB97M-V functional and the def2-TZVPD basis) on C30H27BF4IrNPS5 as an isolated structure.

Each line ends with the Mulliken spin population.
Positions of all 70 atoms, in Å:
1 Ir -0.080 -0.359 -0.062  2.146
2 C -3.220 -0.979 -1.464  0.014
3 C -2.834 -0.032 -0.364  -0.049
4 C -2.780 1.346 -0.590  0.038
5 C -2.589 2.241 0.451  -0.017
6 C -2.459 3.714 0.188  -0.003
7 C -2.491 1.755 1.754  -0.013
8 C -2.527 0.396 2.022  0.026
9 C -2.457 -0.127 3.426  -0.005
10 C -2.659 -0.492 0.948  0.159
11 H -4.307 -1.081 -1.486  -0.001
12 H -2.793 -1.971 -1.321  0.001
13 H -2.904 -0.603 -2.434  0.003
14 H -2.865 1.716 -1.606  0.009
15 H -3.303 4.264 0.608  0.001
16 H -2.413 3.924 -0.880  -0.001
17 H -1.550 4.100 0.650  0.000
18 H -2.336 2.448 2.571  0.000
19 H -3.419 0.008 3.925  0.002
20 H -1.698 0.401 3.998  0.001
21 H -2.218 -1.189 3.436  0.001
22 H -2.742 -1.553 1.163  0.008
23 S 4.198 -6.365 -0.263  0.145
24 C 3.280 -5.022 -0.195  -0.009
25 S 1.543 -5.056 -0.171  0.018
26 C 1.252 -3.350 -0.047  0.200
27 C 2.405 -2.546 0.028  0.093
28 S 2.460 -0.886 0.197  0.591
29 S 3.917 -3.422 -0.026  -0.014
30 S -0.360 -2.832 -0.004  0.461
31 N 0.092 0.034 -1.878  0.909
32 P 0.948 0.888 -2.919  -0.020
33 C 2.613 0.222 -3.082  0.017
34 C 3.758 1.006 -3.015  -0.001
35 C 5.008 0.411 -3.132  0.000
36 C 5.111 -0.957 -3.320  0.003
37 C 3.967 -1.742 -3.399  -0.007
38 C 2.722 -1.155 -3.279  0.020
39 C 1.063 2.619 -2.454  0.059
40 C 1.673 2.917 -1.235  0.009
41 C 1.705 4.222 -0.779  0.007
42 C 1.133 5.235 -1.538  0.004
43 C 0.525 4.943 -2.750  0.000
44 C 0.484 3.635 -3.208  -0.010
45 C 0.228 0.785 -4.564  0.020
46 C 0.928 1.269 -5.669  -0.001
47 C 0.368 1.185 -6.931  0.002
48 C -0.886 0.607 -7.096  0.000
49 C -1.577 0.113 -6.001  0.006
50 C -1.020 0.202 -4.733  0.055
51 H 3.683 2.073 -2.860  0.001
52 H 5.899 1.019 -3.068  0.001
53 H 6.086 -1.418 -3.404  -0.001
54 H 4.048 -2.811 -3.541  0.000
55 H 1.827 -1.768 -3.315  0.001
56 H 2.103 2.131 -0.627  -0.019
57 H 2.165 4.442 0.175  0.000
58 H 1.156 6.255 -1.179  0.000
59 H 0.074 5.732 -3.336  0.000
60 H -0.006 3.407 -4.146  0.002
61 H 1.912 1.704 -5.542  0.000
62 H 0.909 1.561 -7.788  0.000
63 H -1.320 0.537 -8.085  0.000
64 H -2.547 -0.347 -6.132  0.000
65 H -1.535 -0.192 -3.870  -0.022
66 F 0.435 1.745 1.134  0.069
67 B 0.822 1.191 2.407  0.041
68 F 0.162 1.834 3.419  0.002
69 F 2.184 1.228 2.525  0.005
70 F 0.372 -0.186 2.309  0.043

Summary:
2S+1 = 6
ΔE to the lowest compared entry with this formula, charge and spin = 2.9 kcal per mole
frontier orbital gap (alpha / beta) = 7.00 / 6.39 eV
<S²> = 8.786